(1)
DFT (ωB97M-V with the def2-TZVPD basis set) results for a molecular structure, C30H24BrIN4ORe.

Last column: Mulliken charge in e.
Positions of all 62 atoms, in Å:
Re  -1.10060  -0.73167  -0.48154  0.931
N  -1.70221  -3.46857  -3.55696  -0.353
C  -1.49115  -2.90964  -2.38728  0.764
O  -1.61025  -1.64804  -2.27137  -0.797
C  -1.14883  -3.69733  -1.17134  -0.935
C  -0.42117  -2.78033  -0.17914  -1.094
H  -1.97235  -2.90556  -4.35014  0.257
H  -1.62097  -4.46550  -3.67648  0.241
H  -0.59703  -4.60033  -1.43966  0.496
H  -2.10747  -4.03294  -0.76062  0.315
H  0.65381  -2.90978  -0.31931  0.463
H  -0.63145  -3.13086  0.83023  0.539
Br  -3.65649  -1.49948  0.04423  -0.013
C  -3.67073  -0.85959  1.84415  0.824
C  -4.80854  -0.79105  2.58890  -0.723
C  -4.70847  -0.22070  3.87548  -0.571
C  -3.51849  0.28302  4.33367  -0.930
C  -2.35025  0.21081  3.54383  0.828
C  -1.10206  0.78027  3.94023  -0.980
C  -0.00258  0.71199  3.13853  -1.150
C  -0.05578  -0.00989  1.91560  0.852
C  -1.25583  -0.53385  1.47874  -0.262
C  -2.42268  -0.41150  2.28477  0.346
H  -5.75844  -1.14759  2.21560  0.474
H  -5.59538  -0.16371  4.49100  0.412
H  -3.46813  0.75234  5.30770  0.449
H  -1.04404  1.27541  4.90181  0.437
H  0.93658  1.14887  3.44969  0.455
H  0.88131  -0.18339  1.39006  0.074
C  3.02335  -0.19817  -1.94370  -0.867
C  1.89686  -0.66932  -1.26510  0.067
N  0.71014  -0.07953  -1.35240  0.111
C  0.60778  1.05951  -2.10537  0.034
C  1.68404  1.59273  -2.81168  1.094
C  2.91789  0.92005  -2.72623  -0.817
C  1.50496  2.80443  -3.56077  -0.901
C  0.31621  3.44370  -3.57122  -0.997
C  -0.80340  2.91393  -2.84633  0.717
C  -2.06736  3.53296  -2.80772  -0.542
C  -3.08703  2.95361  -2.09823  -1.035
C  -2.85610  1.74335  -1.43662  0.081
N  -1.67525  1.14341  -1.44918  0.331
C  -0.65535  1.72251  -2.13664  0.135
H  3.95892  -0.72782  -1.83483  0.485
H  1.95922  -1.54125  -0.63609  0.038
H  3.77419  1.30345  -3.26692  0.482
H  2.35059  3.20151  -4.10680  0.471
H  0.18743  4.36448  -4.12463  0.454
H  -2.22207  4.46522  -3.33650  0.491
H  -4.06649  3.40649  -2.04767  0.441
H  -3.64487  1.25073  -0.88457  0.368
I  2.68003  2.51393  0.82139  0.130
C  3.82432  0.86948  1.47343  0.106
C  5.13308  1.09112  1.87391  -0.686
C  5.85628  -0.00469  2.31624  -0.301
C  5.24735  -1.25073  2.34533  -0.751
C  3.93312  -1.35016  1.92825  -0.240
N  3.22127  -0.30426  1.48875  0.019
H  5.56445  2.08081  1.84612  0.426
H  6.88128  0.11745  2.64028  0.418
H  5.77757  -2.12670  2.69063  0.440
H  3.41729  -2.30364  1.94449  0.452

Properties
* HOMO level (spin up / spin down): -0.4915 / -0.4959 Eh
* 2S+1: 2
* relative energy (zero: lowest compared OMol25 entry of this formula, charge and spin): 0.143 eV
* gap between HOMO and LUMO (spin up / spin down): 6.634 / 6.968 eV
* charge: +2

(2)
DFT (ωB97M-V with the def2-TZVPD basis set) results for a molecular structure, C30H24Cl5N6O2PdSSi.

Last column: Mulliken charge in e.
Positions of all 70 atoms, in Å:
Pd  0.42706  0.19288  -0.52268  -0.846
N  -5.32815  0.89936  4.88018  -0.556
C  -4.87510  0.81853  3.58729  1.041
C  -4.85685  -0.41053  2.91228  -0.845
C  -4.34073  -0.50533  1.63727  -0.444
C  -3.80872  0.62456  1.02229  -0.472
C  -3.84831  1.85795  1.66554  -0.422
C  -4.37731  1.95595  2.93592  -0.726
S  -3.13056  0.53357  -0.58784  1.271
O  -3.93894  -0.31401  -1.40756  -0.701
O  -2.80751  1.87136  -0.99685  -0.772
N  -1.64303  -0.19375  -0.46018  -0.116
C  -1.42643  -1.48721  -0.18966  0.482
N  -0.08826  -1.73324  -0.35129  0.699
C  0.40886  -2.91398  0.01411  -0.072
C  -0.44248  -3.91282  0.42653  -0.911
C  -1.80186  -3.60378  0.48499  -0.537
N  -2.29668  -2.40906  0.20594  -0.353
H  -5.88336  0.13868  5.23341  0.208
H  -5.58582  1.80504  5.23376  0.216
H  -5.26935  -1.28811  3.39475  0.350
H  -4.34851  -1.44818  1.10851  0.572
H  -3.48109  2.73697  1.15258  0.500
H  -4.41979  2.91825  3.43183  0.344
H  1.47687  -3.04883  -0.05525  0.273
H  -0.06742  -4.88982  0.68775  0.466
H  -2.52206  -4.35541  0.78904  0.492
Cl  3.39427  -2.10141  -1.20305  -0.180
C  3.54566  -0.42961  -0.80223  1.237
C  2.42662  0.34428  -0.55210  -1.791
C  2.63742  1.67750  -0.30040  1.692
Cl  1.11073  2.54815  -0.17838  -0.059
C  3.86244  2.30920  -0.27605  -0.285
Cl  3.97042  3.99286  -0.00389  -0.169
C  4.98086  1.51310  -0.52148  0.664
Cl  6.53587  2.22459  -0.53274  -0.153
C  4.82077  0.14866  -0.78650  -0.101
Cl  6.20145  -0.81040  -1.11398  -0.150
N  -0.82486  -1.22925  7.05053  -0.418
C  -0.54523  -0.93350  5.97746  -0.271
C  -0.20589  -0.56096  4.62949  0.672
C  -0.95540  0.39762  3.95979  -0.689
C  -0.60680  0.70279  2.65588  -0.616
N  0.40281  0.11499  2.01531  0.353
C  1.13024  -0.78731  2.67568  -0.459
C  0.86989  -1.15940  3.98089  -0.798
H  -1.79488  0.88497  4.43436  0.587
H  -1.16906  1.44000  2.09945  0.677
H  1.95590  -1.23312  2.13095  0.472
H  1.48101  -1.89645  4.48163  0.536
C  -0.71386  1.60876  -3.26949  -1.221
Si  0.39949  0.15063  -3.03701  1.183
C  -0.30279  -1.51026  -3.43737  -1.322
C  2.10565  0.46229  -3.64755  0.503
C  2.91441  -0.56108  -4.14650  -0.290
C  4.20828  -0.29508  -4.57042  -0.709
C  4.70938  0.99630  -4.49370  -0.525
C  3.91222  2.03167  -4.01664  -0.682
C  2.61861  1.76619  -3.60333  -0.393
H  -0.54200  1.98215  -4.28428  0.526
H  -0.53137  2.43073  -2.57994  0.286
H  -1.75965  1.32698  -3.16188  0.404
H  -0.37369  -1.61076  -4.52448  0.569
H  -1.30627  -1.61025  -3.02186  0.366
H  0.32689  -2.31951  -3.06759  0.259
H  2.53751  -1.57574  -4.20027  0.397
H  4.82642  -1.09471  -4.95640  0.429
H  5.72198  1.20128  -4.81616  0.434
H  4.29996  3.04164  -3.97528  0.463
H  2.00015  2.58245  -3.24314  0.433

Properties
* HOMO level: -0.3933 Eh
* relative energy (zero: lowest compared OMol25 entry of this formula, charge and spin): 0.141 eV
* gap between HOMO and LUMO: 6.220 eV
* charge: +1

(3)
DFT (ωB97M-V with the def2-TZVPD basis set) results for a molecular structure, C30H24ClF6NO8PS2Sn.

Last column: Mulliken charge in e.
Positions of all 74 atoms, in Å:
Sn  0.04892  -2.85584  0.22529  1.522
C  0.10430  -0.93137  4.87821  -1.833
C  0.08366  -0.63939  3.40615  1.217
O  0.99679  -1.02267  2.69408  -0.553
C  -1.09201  0.08254  2.84411  0.626
C  -2.21625  0.31515  3.64187  -0.928
C  -3.35804  0.90785  3.13795  -1.044
C  -3.43083  1.22050  1.79075  -0.896
C  -2.32448  1.02418  0.98402  -0.790
C  -1.15029  0.51160  1.50464  0.417
O  -0.00417  0.49465  0.70378  1.191
H  1.05536  -1.39345  5.12903  0.396
H  -0.68950  -1.63780  5.12925  0.423
H  -0.03377  -0.02785  5.47164  0.431
H  -2.19496  0.02407  4.68179  0.488
H  -4.19895  1.10454  3.78774  0.428
H  -4.34058  1.63220  1.37606  0.521
H  -2.35124  1.22908  -0.07675  0.885
Cl  2.27235  -1.07962  -0.57536  0.006
C  3.04605  0.46361  -0.30305  1.081
C  4.43185  0.50254  -0.32991  -0.697
C  5.09993  1.71109  -0.24037  -0.640
C  4.39084  2.89877  -0.13875  -0.859
C  3.01173  2.86362  -0.06930  -0.855
C  2.32418  1.64775  -0.11713  -0.535
P  0.52915  1.79752  -0.05950  1.169
C  -0.01207  2.07252  -1.75112  1.181
C  -1.21335  2.70527  -2.07450  -0.213
C  -1.51012  2.98274  -3.39600  -1.210
C  -0.62275  2.62765  -4.40149  -0.579
C  0.57184  1.99993  -4.08476  -0.964
C  0.88126  1.72168  -2.76506  -0.452
C  0.20295  3.15531  1.08092  0.562
C  0.67975  2.95387  2.37901  -0.485
C  0.52333  3.94292  3.33129  -0.835
C  -0.10930  5.13426  2.99327  -0.616
C  -0.55926  5.34118  1.69877  -0.795
C  -0.40245  4.35653  0.73394  -0.549
H  4.97934  -0.42261  -0.44693  0.527
H  6.18055  1.72739  -0.26769  0.420
H  4.90770  3.84754  -0.11573  0.463
H  2.45640  3.78789  0.02197  0.460
H  -1.92111  2.99161  -1.30851  0.469
H  -2.43625  3.48242  -3.64467  0.452
H  -0.86578  2.84096  -5.43342  0.440
H  1.26996  1.72440  -4.86260  0.471
H  1.81514  1.23256  -2.53123  0.381
H  1.17823  2.02514  2.63353  0.406
H  0.90571  3.79318  4.33173  0.467
H  -0.23289  5.90964  3.73692  0.442
H  -1.02396  6.28097  1.43371  0.469
H  -0.74438  4.53124  -0.27762  0.539
F  -1.12899  -2.97517  -5.26385  -0.187
C  -0.89148  -1.93320  -4.48761  0.414
F  0.38609  -1.57367  -4.62111  -0.203
F  -1.66294  -0.91552  -4.86540  -0.192
S  -1.20825  -2.32460  -2.70807  1.035
O  -1.23044  -1.05348  -2.02767  -0.357
O  -0.09836  -3.17927  -2.30810  -0.707
N  -2.57365  -3.06299  -2.82211  -0.660
S  -3.00637  -3.89187  -1.54362  1.114
O  -4.40651  -4.07650  -1.44337  -0.634
O  -2.30630  -3.38982  -0.36256  -0.687
C  -2.28022  -5.59007  -1.84474  0.638
F  -1.04906  -5.68091  -1.34456  -0.159
F  -3.04260  -6.50799  -1.27146  -0.221
F  -2.22818  -5.81890  -3.15372  -0.233
C  1.95740  -6.55547  0.48287  -1.214
C  1.35828  -5.18503  0.57948  1.038
O  0.22851  -5.02454  1.12114  -0.727
O  1.97601  -4.19275  0.08652  -0.671
H  1.42269  -7.24714  1.12675  0.333
H  3.01498  -6.52793  0.73453  0.365
H  1.86086  -6.88263  -0.55331  0.292

Properties
* HOMO level: -0.4351 Eh
* relative energy (zero: lowest compared OMol25 entry of this formula, charge and spin): 0.036 eV
* gap between HOMO and LUMO: 8.603 eV
* charge: +1